Entry 1:
Here is a molecular structure, C55H44BrNO2P3Ru in a non-equilibrium geometry from the OMol25 dataset. Energies are from the ωB97M-V functional and the def2-TZVPD basis.

Values from the calculation:
LUMO energy (spin up / spin down), eV: -2.00 / -4.47
Total charge: +1
Molecular weight, g/mol: 1024.9
Calculated total energy, a.u.: -6020.25937
E_HOMO (spin up / spin down), eV: -9.698 / -10.680
Spin multiplicity: 5
Largest force on an atom, hartree/bohr: 0.0282
Frontier orbital gap (spin up / spin down), eV: 7.7 / 6.2
Energy relative to the best compared isomer or geometry (same formula, charge and spin), kJ/mol: 30.1

Each line ends with the Mulliken spin population.
Element x y z (Å)
1 Ru -0.028 0.341 -0.360  2.5175
2 C -1.361 -2.592 0.238  0.0368
3 P -1.422 -1.390 -1.234  0.0269
4 C -1.350 -2.681 -2.522  0.0022
5 C -0.269 -3.558 -2.554  0.0032
6 C -0.265 -4.631 -3.431  0.0046
7 C -1.339 -4.831 -4.286  0.0049
8 C -2.390 -3.928 -4.298  -0.0001
9 C -2.390 -2.846 -3.431  0.0080
10 C -3.165 -0.841 -1.191  0.0474
11 C -3.468 0.513 -1.308  0.0682
12 C -4.785 0.941 -1.359  0.0152
13 C -5.813 0.016 -1.263  0.0019
14 C -5.524 -1.331 -1.105  0.0030
15 C -4.206 -1.762 -1.079  -0.0033
16 C -0.879 -1.877 1.442  0.2362
17 C -0.961 -2.180 2.807  0.0361
18 C -0.314 -1.158 3.500  0.1740
19 C 0.189 -0.258 2.538  0.1756
20 C 0.551 1.194 2.610  0.0630
21 P -0.670 1.895 1.380  0.0522
22 C -0.334 3.669 1.186  0.0211
23 C -1.097 4.697 1.737  0.0027
24 C -0.793 6.015 1.433  -0.0004
25 C 0.242 6.315 0.561  0.0050
26 C 0.982 5.296 -0.021  0.0010
27 C 0.693 3.978 0.288  0.0229
28 C -2.156 1.736 2.426  -0.0227
29 C -2.245 2.391 3.656  0.0119
30 C -3.418 2.332 4.389  0.0027
31 C -4.506 1.615 3.909  0.0014
32 C -4.393 0.894 2.731  0.0016
33 C -3.219 0.951 1.993  -0.0128
34 N -0.206 -0.715 1.288  -0.1257
35 H -0.634 -3.366 -0.024  0.0120
36 H -2.313 -3.089 0.430  0.0099
37 H 0.572 -3.403 -1.888  -0.0018
38 H 0.571 -5.318 -3.442  0.0000
39 H -1.355 -5.687 -4.947  0.0003
40 H -3.222 -4.059 -4.977  0.0002
41 H -3.199 -2.132 -3.456  0.0022
42 H -2.672 1.246 -1.363  -0.0288
43 H -5.002 1.993 -1.487  -0.0001
44 H -6.842 0.347 -1.313  0.0003
45 H -6.325 -2.055 -1.030  -0.0004
46 H -3.981 -2.818 -0.999  0.0010
47 H -1.451 -3.038 3.236  0.0044
48 H -0.200 -1.085 4.570  0.0005
49 H 1.565 1.395 2.255  0.0080
50 H 0.419 1.617 3.604  -0.0022
51 H -1.925 4.479 2.394  0.0026
52 H -1.384 6.809 1.870  0.0000
53 H 0.446 7.347 0.307  0.0004
54 H 1.768 5.525 -0.728  0.0004
55 H 1.242 3.170 -0.182  0.0245
56 H -1.398 2.950 4.035  0.0010
57 H -3.483 2.849 5.337  0.0004
58 H -5.435 1.608 4.463  0.0000
59 H -5.220 0.292 2.377  0.0001
60 H -3.128 0.388 1.075  0.0390
61 C 2.519 -5.337 -0.263  0.0325
62 C 2.198 -5.236 1.085  -0.0102
63 C 2.179 -3.997 1.700  0.0429
64 C 2.476 -2.844 0.966  0.0022
65 C 2.759 -2.945 -0.396  0.0703
66 C 2.796 -4.194 -0.999  -0.0067
67 P 2.508 -1.268 1.857  0.3186
68 C 3.857 -1.469 3.052  0.0198
69 C 3.759 -0.767 4.253  0.0339
70 C 4.738 -0.904 5.223  -0.0028
71 C 5.812 -1.755 5.002  0.0084
72 C 5.910 -2.460 3.810  -0.0013
73 C 4.934 -2.328 2.835  0.0168
74 C 3.014 -0.037 0.620  -0.2167
75 C 4.339 0.403 0.647  0.0118
76 C 4.813 1.255 -0.334  0.0250
77 C 3.976 1.633 -1.368  0.0057
78 C 2.653 1.208 -1.391  -0.1580
79 C 2.114 0.399 -0.383  0.2895
80 H 2.554 -6.308 -0.740  0.0016
81 H 1.969 -6.128 1.653  0.0004
82 H 1.946 -3.907 2.754  0.0019
83 H 2.972 -2.059 -0.979  -0.0164
84 H 3.050 -4.271 -2.049  -0.0013
85 H 2.900 -0.127 4.422  0.0071
86 H 4.662 -0.362 6.157  0.0000
87 H 6.573 -1.874 5.761  0.0005
88 H 6.749 -3.123 3.642  0.0003
89 H 5.010 -2.888 1.912  0.0048
90 H 4.990 0.073 1.448  0.0065
91 H 5.836 1.607 -0.305  0.0024
92 H 4.341 2.277 -2.159  -0.0004
93 H 2.034 1.530 -2.217  0.0379
94 Br -2.779 1.004 -5.769  0.0003
95 C -1.523 2.345 -5.317  0.0009
96 C -1.470 3.420 -6.196  -0.0005
97 C -0.630 4.489 -5.946  0.0017
98 C 0.171 4.495 -4.816  -0.0003
99 C 0.129 3.427 -3.944  0.0053
100 C -0.716 2.335 -4.165  -0.0040
101 C -0.710 1.256 -3.121  0.0144
102 O -1.222 0.156 -3.344  0.0115
103 O -0.137 1.600 -2.015  -0.0122
104 H -2.096 3.407 -7.076  0.0001
105 H -0.618 5.329 -6.627  0.0001
106 H 0.820 5.336 -4.611  0.0000
107 H 0.742 3.427 -3.053  -0.0002

Cartesian forces (eV/Å) of the 6 atoms listed first:
Ru 0.3 0.2 -1.4
C 0.2 0.3 -0.2
P -0.7 -0.9 0.7
C 0.1 0.3 -0.3
C 0.0 0.1 0.1
C 0.0 0.0 0.0

***

Entry 2:
Here is a molecular structure, C55H47INOOsP3Te in a non-equilibrium geometry from the OMol25 dataset. Energies are from the ωB97M-V functional and the def2-TZVPD basis.

Values from the calculation:
LUMO energy (spin up / spin down), eV: -7.42 / -7.41
Total charge: +2
Molecular weight, g/mol: 1275.6
Calculated total energy, a.u.: -3933.94514
E_HOMO (spin up / spin down), eV: -12.331 / -12.331
Largest force on an atom, hartree/bohr: 0.0555
Frontier orbital gap (spin up / spin down), eV: 4.9 / 4.9
Energy relative to the best compared isomer or geometry (same formula, charge and spin), kJ/mol: 22.7

Each line ends with the Löwdin charge.
Element x y z (Å)
1 Os -0.966 -0.194 0.137  0.6805
2 I -2.111 -1.356 2.270  1.3057
3 C -3.401 -0.108 3.328  -0.5600
4 C -4.281 -0.852 4.069  -0.1585
5 C -5.184 -0.227 4.948  -0.0449
6 C -5.167 1.128 5.037  -0.0056
7 C -4.294 1.911 4.243  -0.1420
8 C -4.390 3.316 4.361  0.0014
9 C -3.615 4.131 3.598  -0.0289
10 C -2.718 3.551 2.692  -0.0810
11 C -2.548 2.192 2.543  -0.2481
12 P -1.260 1.876 1.247  0.9067
13 C -1.927 2.899 -0.099  -0.3766
14 C -1.304 3.995 -0.683  -0.0858
15 C -1.897 4.639 -1.762  -0.0449
16 C -3.105 4.187 -2.267  -0.0521
17 C -3.733 3.092 -1.686  -0.0583
18 C -3.151 2.452 -0.608  -0.1092
19 C 0.242 2.544 2.008  -0.3662
20 C 1.156 1.601 2.478  -0.1304
21 C 2.344 1.996 3.074  -0.0652
22 C 2.634 3.346 3.197  -0.0422
23 C 1.726 4.294 2.741  -0.0433
24 C 0.534 3.901 2.157  -0.0874
25 C -3.361 1.314 3.338  -0.1745
26 H -4.284 -1.931 3.996  0.0893
27 H -5.862 -0.825 5.538  0.1215
28 H -5.834 1.642 5.715  0.1271
29 H -5.108 3.725 5.059  0.1283
30 H -3.693 5.206 3.666  0.1217
31 H -2.159 4.228 2.061  0.0923
32 H -0.357 4.354 -0.314  0.0804
33 H -1.413 5.500 -2.201  0.1168
34 H -3.563 4.691 -3.107  0.1159
35 H -4.683 2.743 -2.070  0.1154
36 H -3.662 1.612 -0.146  0.0961
37 H 0.933 0.541 2.385  0.0388
38 H 3.037 1.252 3.441  0.1114
39 H 3.562 3.662 3.652  0.1188
40 H 1.947 5.348 2.843  0.1202
41 H -0.148 4.662 1.809  0.1000
42 Te 3.704 0.383 -0.452  1.4612
43 C 5.007 -1.238 -0.718  -0.5678
44 C 6.027 -1.477 0.189  -0.1280
45 C 6.919 -2.504 -0.093  -0.1297
46 N 6.842 -3.274 -1.173  0.0860
47 C 5.866 -3.020 -2.038  -0.1278
48 C 4.928 -2.011 -1.869  -0.1282
49 C 1.925 -0.619 -0.834  -0.8318
50 P 0.580 0.369 -1.555  0.8012
51 C 0.101 -0.296 -3.167  -0.3922
52 C -1.089 0.173 -3.720  -0.1003
53 C -1.471 -0.239 -4.985  -0.0582
54 C -0.679 -1.136 -5.693  -0.0534
55 C 0.505 -1.605 -5.144  -0.0543
56 C 0.899 -1.176 -3.883  -0.0997
57 C 1.296 1.968 -2.012  -0.3921
58 C 1.620 2.249 -3.340  -0.0543
59 C 2.265 3.435 -3.658  -0.0405
60 C 2.597 4.343 -2.662  -0.0431
61 C 2.290 4.063 -1.339  -0.0652
62 C 1.643 2.881 -1.019  -0.2000
63 P 1.181 -1.579 0.419  0.8546
64 C 2.336 -2.283 1.613  -0.3630
65 C 2.190 -2.031 2.975  -0.0916
66 C 2.993 -2.699 3.888  -0.0530
67 C 3.933 -3.614 3.436  -0.0420
68 C 4.079 -3.859 2.076  -0.0442
69 C 3.278 -3.204 1.158  -0.0820
70 C 0.396 -3.102 -0.183  -0.3794
71 C 0.674 -3.635 -1.434  -0.0743
72 C 0.135 -4.861 -1.802  -0.0490
73 C -0.660 -5.568 -0.915  -0.0476
74 C -0.915 -5.054 0.351  -0.0551
75 C -0.394 -3.824 0.712  -0.1640
76 H 6.135 -0.899 1.096  0.1018
77 H 7.731 -2.720 0.590  0.1169
78 H 5.837 -3.647 -2.922  0.1151
79 H 4.174 -1.834 -2.624  0.0861
80 H -1.714 0.863 -3.161  0.1072
81 H -2.389 0.132 -5.419  0.1151
82 H -0.982 -1.460 -6.679  0.1152
83 H 1.125 -2.295 -5.700  0.1141
84 H 1.839 -1.518 -3.467  0.0844
85 H 1.376 1.552 -4.128  0.1079
86 H 2.512 3.647 -4.689  0.1182
87 H 3.102 5.264 -2.919  0.1177
88 H 2.556 4.761 -0.556  0.1147
89 H 1.422 2.664 0.017  0.0623
90 H 1.446 -1.327 3.328  0.0867
91 H 2.874 -2.518 4.947  0.1159
92 H 4.546 -4.150 4.147  0.1186
93 H 4.814 -4.572 1.728  0.1212
94 H 3.373 -3.427 0.102  0.1115
95 H 1.307 -3.100 -2.125  0.0828
96 H 0.339 -5.261 -2.785  0.1183
97 H -1.066 -6.529 -1.201  0.1177
98 H -1.507 -5.618 1.059  0.1188
99 H -0.565 -3.455 1.716  0.0206
100 C -3.101 -2.720 -2.492  -0.0256
101 C -3.000 -2.111 -1.107  -0.5120
102 C -4.273 -1.384 -0.709  -0.0590
103 O -1.891 -1.194 -1.121  -0.4347
104 H -3.729 -3.609 -2.455  0.0956
105 H -2.116 -3.004 -2.861  0.0760
106 H -3.537 -2.010 -3.196  0.0862
107 H -2.782 -2.902 -0.377  0.1017
108 H -4.431 -0.532 -1.373  0.0853
109 H -4.235 -1.024 0.319  0.0246
110 H -5.125 -2.056 -0.802  0.0985

Cartesian forces (eV/Å) of the 6 atoms listed first:
Os 2.7 -0.6 0.8
I 0.1 -0.1 0.2
C -0.2 0.0 0.0
C 0.0 0.2 0.1
C 0.1 0.0 0.0
C 0.0 0.0 0.0